No. 1
# C32H57EuN4OP2

C32H57EuN4OP2 as an isolated structure (ωB97M-V/def2-TZVPD, the OMol25 dataset).

XYZ file:
```
97
Properties=species:S:1:pos:R:3
C 1.251 2.458 -0.032
C -0.803 2.088 -1.103
C 1.357 3.718 -0.619
C -0.561 3.206 -1.947
C 0.496 4.050 -1.671
H 2.166 4.375 -0.308
H -1.277 3.390 -2.751
H 0.652 4.958 -2.243
N 0.190 1.654 -0.230
P 2.632 0.210 1.015
P -2.810 0.434 0.087
C 2.369 2.022 0.933
H 3.314 2.505 0.625
H 2.133 2.403 1.943
C -2.080 1.445 -1.152
H -2.709 1.706 -2.018
C -3.470 -1.164 -0.877
C -4.153 1.671 0.604
C 3.886 -0.142 -0.393
C 3.388 0.045 2.736
C -2.484 -2.335 -0.638
H -2.227 -2.471 0.430
H -2.985 -3.264 -0.955
H -1.563 -2.279 -1.261
C -4.842 -1.563 -0.326
H -4.802 -1.788 0.748
H -5.612 -0.800 -0.501
H -5.166 -2.474 -0.852
C -3.580 -0.915 -2.383
H -3.974 -1.831 -2.855
H -4.258 -0.087 -2.635
H -2.603 -0.712 -2.845
C -4.947 1.105 1.785
H -4.292 0.902 2.641
H -5.680 1.863 2.094
H -5.490 0.189 1.533
C -3.494 2.987 1.061
H -2.715 2.827 1.816
H -3.061 3.546 0.226
H -4.273 3.621 1.509
C -5.091 1.982 -0.572
H -4.584 2.547 -1.361
H -5.554 1.095 -1.022
H -5.906 2.618 -0.193
C 3.925 -1.387 2.889
H 4.295 -1.514 3.918
H 3.134 -2.134 2.722
H 4.763 -1.606 2.213
C 2.248 0.266 3.748
H 1.817 1.274 3.686
H 1.441 -0.466 3.625
H 2.658 0.150 4.763
C 4.481 1.080 3.022
H 4.120 2.110 2.914
H 4.804 0.952 4.065
H 5.370 0.958 2.397
C 3.547 0.696 -1.639
H 3.717 1.770 -1.474
H 4.208 0.381 -2.463
H 2.511 0.552 -1.981
C 3.771 -1.642 -0.747
H 2.793 -1.898 -1.189
H 4.542 -1.880 -1.497
H 3.943 -2.288 0.126
C 5.324 0.189 0.021
H 5.448 1.246 0.290
H 5.692 -0.443 0.839
H 5.981 -0.002 -0.843
Eu -0.030 -0.908 0.188
C -1.125 0.457 2.228
O -1.250 0.818 3.318
N 0.881 -2.040 -2.680
C 0.827 -1.655 -3.789
C 0.482 -0.798 -5.019
C -0.859 -0.110 -4.746
C 1.605 0.224 -5.246
C 0.345 -1.670 -6.277
H -1.649 -0.874 -4.708
H -0.859 0.459 -3.801
H -1.114 0.592 -5.549
H 2.577 -0.285 -5.346
H 1.417 0.769 -6.180
H 1.673 0.971 -4.445
H 0.677 -1.079 -7.140
H 0.962 -2.571 -6.238
H -0.696 -1.969 -6.443
C 0.043 -2.070 5.827
N -0.347 -2.882 4.659
C -1.110 -4.112 4.899
C -0.205 -2.441 3.447
N -0.084 -2.101 2.321
H -0.182 -2.662 6.718
H -0.520 -1.126 5.862
H 1.117 -1.838 5.798
H -2.150 -4.002 4.564
H -0.656 -4.952 4.359
H -1.088 -4.305 5.972
```

Summary:
**Kohn-Sham gap (spin up / spin down)**: 6.5 / 6.5 eV
**Total charge**: +1
**Molar mass**: 727.7 g mol⁻¹
**2S+1**: 8
**LUMO level (spin up / spin down)**: -1.93 / -1.93 eV
**<S²>**: 15.760
**DFT total energy**: -80017.8627 eV

=====

No. 2
# C32H57N4OP2Pb

C32H57N4OP2Pb as an isolated structure (ωB97M-V/def2-TZVPD, the OMol25 dataset).

XYZ file:
```
97
Properties=species:S:1:pos:R:3
C -0.593 -2.323 -1.541
C 1.648 -2.337 -0.670
C -0.435 -3.566 -2.145
C 1.814 -3.648 -1.249
C 0.803 -4.240 -1.972
H -1.253 -4.006 -2.721
H 2.776 -4.149 -1.111
H 0.953 -5.231 -2.416
N 0.391 -1.721 -0.811
P -2.280 -0.649 -0.087
P 2.491 0.055 0.333
C -1.896 -1.564 -1.676
H -1.770 -0.780 -2.442
H -2.708 -2.232 -2.011
C -0.198 1.770 1.345
O -0.295 2.783 1.936
C 2.691 -1.675 -0.009
H 3.673 -2.159 0.007
C 3.341 0.979 -1.146
C 3.516 0.453 1.906
C -3.657 0.648 -0.538
C -3.008 -2.027 1.031
C 2.927 2.463 -1.155
H 3.417 3.028 -0.348
H 3.231 2.928 -2.113
H 1.840 2.582 -1.031
C 4.876 0.870 -1.178
H 5.360 1.442 -0.370
H 5.206 -0.182 -1.118
H 5.245 1.280 -2.138
C 2.818 0.258 -2.410
H 3.110 0.838 -3.307
H 3.259 -0.749 -2.491
H 1.725 0.135 -2.404
C 3.751 1.970 2.037
H 2.802 2.530 1.962
H 4.188 2.181 3.030
H 4.452 2.357 1.280
C 2.723 -0.009 3.140
H 1.796 0.570 3.266
H 2.472 -1.079 3.080
H 3.349 0.149 4.039
C 4.854 -0.317 1.914
H 5.512 -0.060 1.073
H 5.394 -0.078 2.850
H 4.675 -1.406 1.901
C -3.280 -1.421 2.423
H -3.660 -2.213 3.095
H -2.366 -1.007 2.873
H -4.040 -0.622 2.384
C -1.946 -3.149 1.128
H -1.924 -3.754 0.207
H -0.929 -2.778 1.307
H -2.221 -3.812 1.968
C -4.289 -2.696 0.481
H -4.433 -3.652 1.017
H -5.193 -2.094 0.639
H -4.205 -2.936 -0.593
C -3.660 0.891 -2.059
H -4.002 0.004 -2.619
H -4.355 1.721 -2.287
H -2.664 1.173 -2.427
C -3.268 1.953 0.187
H -2.289 2.324 -0.153
H -4.032 2.727 -0.018
H -3.204 1.810 1.278
C -5.101 0.281 -0.144
H -5.481 -0.580 -0.715
H -5.211 0.073 0.931
H -5.747 1.147 -0.380
Pb 0.020 0.126 0.364
N -0.167 1.203 -1.452
C -0.253 1.846 -2.429
C -0.368 2.643 -3.665
C 0.744 2.220 -4.658
C -1.761 2.370 -4.290
C -0.206 4.144 -3.311
H 1.744 2.408 -4.236
H 0.665 1.151 -4.908
H 0.634 2.811 -5.584
H -2.572 2.675 -3.609
H -1.854 2.948 -5.225
H -1.882 1.299 -4.524
H -0.279 4.740 -4.238
H -0.992 4.480 -2.616
H 0.776 4.334 -2.849
C 0.806 -1.781 5.547
N -0.153 -1.044 4.753
C -1.182 -0.232 5.381
C -0.051 -1.008 3.362
N 0.033 -0.846 2.212
H 0.602 -1.671 6.634
H 1.829 -1.399 5.363
H 0.758 -2.858 5.289
H -1.062 0.830 5.072
H -2.190 -0.582 5.082
H -1.126 -0.271 6.489
```

Summary:
**Kohn-Sham gap (spin up / spin down)**: 4.9 / 6.5 eV
**Total charge**: +1
**Molar mass**: 783.0 g mol⁻¹
**2S+1**: 1
**LUMO level (spin up / spin down)**: -1.57 / -1.60 eV
**DFT total energy**: -65927.4834 eV

=====

No. 3
# C32H57N9O4P2RbS2

C32H57N9O4P2RbS2 as an isolated structure (ωB97M-V/def2-TZVPD, the OMol25 dataset).

XYZ file:
```
107
Properties=species:S:1:pos:R:3
Rb 1.273 -0.153 -0.489
C -2.780 -4.091 -7.391
C -1.708 -3.487 -6.526
C -1.104 -2.284 -6.885
C -0.120 -1.715 -6.094
C 0.277 -2.342 -4.920
C -0.310 -3.541 -4.554
C -1.293 -4.108 -5.356
S 1.403 -1.497 -3.813
O 2.413 -0.913 -4.680
O 1.874 -2.557 -2.914
N 0.541 -0.509 -3.011
C 0.351 0.850 -3.535
C 0.549 1.872 -2.390
O -0.493 2.328 -1.858
O 1.729 2.115 -2.025
H -2.417 -4.272 -8.403
H -3.644 -3.428 -7.469
H -3.124 -5.040 -6.983
H -1.408 -1.788 -7.799
H 0.351 -0.786 -6.380
H 0.013 -4.023 -3.643
H -1.744 -5.050 -5.064
H -0.668 0.969 -3.923
H 1.077 1.081 -4.322
N 3.901 0.786 -0.016
C 4.588 -0.066 -0.997
C 4.849 -1.475 -0.475
N 3.614 -2.255 -0.377
H 3.394 1.527 -0.499
H 4.572 1.244 0.590
H 5.546 0.371 -1.315
H 3.970 -0.133 -1.896
H 5.299 -1.407 0.523
H 5.595 -1.943 -1.136
H 3.830 -3.208 -0.108
H 3.177 -2.326 -1.300
C -2.852 2.720 -0.098
P -2.004 1.137 0.280
C -3.196 0.569 1.589
C -2.546 0.072 -1.127
C -3.135 0.631 -2.259
C -3.442 -0.140 -3.366
C -3.174 -1.500 -3.364
C -2.596 -2.071 -2.247
C -2.262 -1.303 -1.134
P -1.328 -2.030 0.269
C -2.617 -3.141 0.987
C -0.317 -3.313 -0.573
H -3.925 2.597 -0.262
H -2.368 3.170 -0.960
H -2.697 3.379 0.758
H -4.217 0.469 1.217
H -3.186 1.305 2.396
H -2.872 -0.382 2.008
H -3.308 1.695 -2.303
H -3.864 0.330 -4.244
H -3.375 -2.104 -4.238
H -2.361 -3.126 -2.266
H -3.049 -3.794 0.227
H -3.416 -2.553 1.435
H -2.164 -3.756 1.766
H -0.952 -4.074 -1.029
H 0.324 -3.798 0.167
H 0.317 -2.871 -1.347
C -1.166 5.793 1.717
N -0.188 4.731 1.588
C 0.350 4.553 0.245
C 0.531 4.330 2.660
S 2.159 3.958 2.565
N -0.176 4.253 3.828
C -1.531 3.742 3.824
C 0.510 4.081 5.097
H -0.822 6.664 1.150
H -1.279 6.085 2.760
H -2.139 5.495 1.321
H -0.452 4.728 -0.467
H 0.677 3.526 0.102
H 1.181 5.237 0.058
H -1.843 3.510 2.806
H -2.235 4.455 4.261
H -1.565 2.819 4.412
H 1.399 4.705 5.126
H 0.808 3.039 5.253
H -0.175 4.386 5.892
C 0.840 0.431 3.181
N 0.945 0.511 4.644
C 0.236 -0.630 5.216
N 0.758 -1.913 4.745
C 0.648 -1.920 3.281
N 1.383 -0.823 2.665
C 2.785 -0.922 3.054
N 2.950 -0.869 4.513
C 2.363 0.387 4.987
C 2.180 -1.968 5.090
H 1.380 1.273 2.743
H -0.212 0.502 2.887
H -0.821 -0.562 4.944
H 0.324 -0.593 6.306
H -0.405 -1.837 3.005
H 1.039 -2.868 2.902
H 3.333 -0.100 2.592
H 3.193 -1.862 2.675
H 2.901 1.225 4.538
H 2.471 0.436 6.075
H 2.278 -1.938 6.180
H 2.592 -2.914 4.728
```

Summary:
**Kohn-Sham gap**: 6.9 eV
**Total charge**: -1
**Molar mass**: 843.4 g mol⁻¹
**2S+1**: 1
**LUMO level**: 2.05 eV
**DFT total energy**: -96616.6269 eV

=====

No. 4
# C32H58FN5O7S2

A 5-piece molecular cluster, C32H58FN5O7S2 overall (ωB97M-V/def2-TZVPD, the OMol25 dataset).

XYZ file:
```
105
Properties=species:S:1:pos:R:3
C 3.945 -1.347 -1.421
C 2.610 -0.976 -0.741
C 1.386 -1.727 -1.332
C 0.294 -0.793 -1.913
N 0.063 -0.863 -3.365
C -0.414 -2.169 -3.828
C -1.469 -2.055 -4.949
C -2.935 -2.067 -4.454
C -3.108 -1.182 -3.206
C -4.531 -0.822 -2.905
C -5.386 -1.737 -2.568
F -5.055 -2.997 -2.504
C -6.797 -1.381 -2.244
O -7.550 -2.171 -1.776
C -7.210 -0.004 -2.571
C -6.386 0.950 -2.908
O -6.914 2.141 -3.227
C -6.243 3.291 -2.664
C -5.399 3.994 -3.758
C -4.914 0.633 -2.966
O -4.044 1.436 -3.028
C 1.128 -0.359 -4.118
S 2.459 -1.156 -4.577
S 0.965 1.389 -4.601
C 2.037 2.267 -3.403
C 3.511 2.304 -3.814
C 3.743 3.066 -5.130
H 4.420 -0.496 -1.915
H 3.802 -2.124 -2.170
H 4.664 -1.745 -0.706
H 2.712 -1.299 0.294
H 2.448 0.103 -0.704
H 1.699 -2.507 -2.020
H 0.929 -2.239 -0.483
H 0.594 0.235 -1.700
H -0.660 -0.932 -1.406
H 0.373 -2.841 -4.179
H -0.864 -2.666 -2.969
H -1.341 -2.942 -5.575
H -1.254 -1.194 -5.583
H -3.261 -3.096 -4.313
H -3.521 -1.648 -5.276
H -2.451 -0.322 -3.313
H -2.729 -1.740 -2.347
H -8.269 0.188 -2.530
H -5.604 3.008 -1.832
H -6.958 4.030 -2.308
H -4.340 3.960 -3.535
H -5.722 5.005 -3.944
H -5.536 3.436 -4.685
H 1.696 3.299 -3.330
H 1.925 1.813 -2.421
H 3.935 1.303 -3.840
H 4.036 2.879 -3.045
H 4.636 2.665 -5.603
H 2.907 2.922 -5.815
H 3.857 4.132 -4.951
C 4.706 -1.557 4.222
N 4.278 -2.059 2.926
C 3.694 -3.252 2.634
C 3.439 -4.210 3.772
O 3.393 -3.521 1.478
H 4.184 -0.628 4.436
H 5.779 -1.352 4.185
H 4.506 -2.274 5.012
H 4.419 -1.471 2.119
H 2.976 -5.101 3.385
H 4.379 -4.486 4.252
H 2.767 -3.756 4.502
C -6.556 9.339 -1.505
N -6.218 8.284 -2.442
C -4.986 7.810 -2.770
C -3.792 8.437 -2.094
O -4.869 6.908 -3.585
H -7.207 8.936 -0.727
H -7.093 10.130 -2.032
H -5.669 9.760 -1.043
H -6.969 7.822 -2.931
H -2.890 7.954 -2.457
H -3.737 9.501 -2.327
H -3.850 8.299 -1.013
C 1.300 -8.848 7.076
N 1.923 -7.815 6.269
C 2.083 -7.781 4.920
C 1.559 -8.951 4.123
O 2.634 -6.829 4.387
H 0.463 -8.417 7.627
H 2.029 -9.231 7.793
H 0.939 -9.667 6.464
H 2.295 -7.003 6.736
H 1.761 -8.776 3.070
H 2.058 -9.872 4.426
H 0.481 -9.053 4.259
C 5.660 3.217 8.256
N 5.234 2.748 6.950
C 4.643 1.567 6.630
C 4.377 0.591 7.751
O 4.343 1.320 5.472
H 5.138 4.146 8.492
H 6.733 3.417 8.234
H 5.451 2.486 9.029
H 5.381 3.350 6.155
H 3.905 -0.296 7.339
H 5.312 0.298 8.230
H 3.706 1.032 8.490
```

Summary:
**Kohn-Sham gap**: 7.1 eV
**Molar mass**: 708.0 g mol⁻¹
**2S+1**: 1
**SMILES**: CCCCN(CCCCC1=C(F)C(=O)C=C(OCC)C1=O)C(=S)SCCC.CNC(C)=O.CNC(C)=O.CNC(C)=O.CNC(C)=O
**LUMO level**: -0.66 eV
**DFT total energy**: -80294.0293 eV